# C4H12O2

A cluster of 2 separate species, C4H12O2 in total at a distorted geometry (ωB97M-V/def2-TZVPD, OMol25).

```
18
Properties=species:S:1:pos:R:3
C 1.5262 -0.1145 1.8597
C 1.0554 0.7807 0.7357
C 0.4664 0.0032 -0.4417
C -0.2459 0.8972 -1.4257
O 1.5247 -0.7111 -1.0845
H 0.7377 -0.2735 2.5903
H 1.7544 -1.1157 1.4777
H 2.4018 0.2926 2.3544
H 1.8409 1.4331 0.3633
H 0.2469 1.4450 1.0627
H -0.2142 -0.7418 -0.0069
H -0.5511 0.2948 -2.2999
H 0.4454 1.6241 -1.8478
H -1.1490 1.2703 -0.9570
H 1.3515 -1.6497 -1.1376
H -3.6432 -0.3636 -0.4184
H -3.7788 -1.8369 -0.7921
O -3.7690 -1.2344 -0.0323
```

ΔE to the lowest compared entry with this formula, charge and spin: 4.00 kcal/mol
LUMO: 0.655 eV
gap between HOMO and LUMO: 10.885 eV
DFT total energy: -8437.340 eV
SMILES: CC[C@@H](C)O.O

Results of the Löwdin charge analysis, in e, for atoms 1 through 4: atom 1 (C): -0.100, atom 2 (C): -0.227, atom 3 (C): -0.473, atom 4 (C): -0.057